{"formula": "C39H45AsBrIrN5O2S2Si", "method": "ωB97M-V/def2-TZVPD", "elements": ["Ir", "Br", "C", "C", "C", "C", "C", "C", "N", "N", "C", "C", "C", "C", "O", "C", "N", "C", "C", "C", "C", "H", "H", "H", "H", "H", "H", "H", "H", "H", "N", "C", "C", "C", "C", "C", "C", "C", "C", "N", "C", "H", "H", "H", "H", "H", "H", "H", "H", "C", "Si", "C", "C", "C", "C", "C", "C", "C", "H", "H", "H", "H", "H", "H", "H", "H", "H", "H", "H", "O", "S", "C", "C", "C", "C", "H", "H", "H", "H", "H", "H", "H", "H", "C", "As", "C", "C", "S", "H", "H", "H", "H", "H", "H", "H", "H", "H"], "coordinates": [[1.45, 0.12, 0.67], [-8.98, -4.23, -0.84], [-8.17, -2.64, -0.23], [-7.44, -1.90, -1.17], [-6.77, -0.76, -0.83], [-6.79, -0.35, 0.52], [-7.49, -1.13, 1.46], [-8.16, -2.30, 1.11], [-6.06, 0.69, 0.92], [-5.35, 1.39, 0.12], [-4.01, 1.37, 0.05], [-3.44, 2.43, -0.74], [-2.09, 2.34, -1.11], [-1.24, 1.34, -0.78], [0.06, 1.18, -1.20], [-1.69, 0.39, 0.16], [-0.75, -0.43, 0.71], [-1.14, -1.34, 1.60], [-2.47, -1.60, 1.94], [-3.44, -0.70, 1.43], [-3.05, 0.35, 0.60], [-7.40, -2.28, -2.16], [-6.08, -0.32, -1.53], [-7.39, -0.76, 2.43], [-8.70, -2.94, 1.78], [-3.96, 3.32, -1.06], [-1.69, 3.26, -1.58], [-0.37, -1.98, 2.01], [-2.62, -2.52, 2.51], [-4.46, -0.88, 1.72], [1.43, -2.09, -0.44], [2.07, -3.11, 0.37], [2.33, -4.34, -0.07], [2.99, -5.26, 0.72], [3.33, -5.00, 2.06], [3.10, -3.65, 2.49], [3.47, -3.26, 3.78], [3.24, -2.01, 4.22], [2.57, -1.14, 3.36], [2.23, -1.43, 2.12], [2.46, -2.73, 1.65], [1.77, -2.13, -1.37], [0.42, -2.30, -0.52], [1.95, -4.60, -1.03], [3.21, -6.24, 0.32], [3.85, -5.68, 2.69], [4.05, -3.94, 4.38], [3.66, -1.72, 5.24], [2.46, -0.05, 3.55], [1.28, -0.18, -3.28], [0.45, 1.40, -2.93], [1.54, 2.94, -2.95], [-1.11, 1.54, -3.96], [-1.32, 2.69, -4.75], [-2.43, 2.85, -5.51], [-3.38, 1.83, -5.58], [-3.19, 0.63, -4.89], [-2.09, 0.46, -4.09], [1.14, -0.17, -4.32], [0.66, -1.04, -2.92], [2.29, -0.25, -2.87], [1.09, 3.95, -2.91], [2.06, 2.84, -3.88], [2.26, 2.89, -2.18], [-0.60, 3.49, -4.77], [-2.64, 3.73, -6.13], [-4.30, 2.10, -6.11], [-3.89, -0.22, -4.90], [-1.93, -0.55, -3.69], [1.06, 3.57, 0.58], [1.01, 2.56, 1.67], [2.27, 3.02, 2.83], [1.60, 3.00, 4.26], [0.19, 3.54, 3.98], [-0.37, 2.73, 2.80], [2.48, 4.05, 2.62], [3.11, 2.35, 2.67], [2.08, 3.66, 4.95], [1.64, 2.03, 4.69], [0.25, 4.64, 3.80], [-0.49, 3.42, 4.82], [-1.18, 3.20, 2.30], [-0.66, 1.71, 3.15], [5.27, -1.79, 0.44], [5.22, 0.05, -0.23], [5.59, -0.07, -2.12], [6.67, 0.94, 0.61], [3.45, 1.19, 0.12], [6.39, -2.04, 0.32], [4.72, -2.41, -0.25], [5.04, -1.93, 1.49], [6.39, -0.76, -2.22], [5.92, 0.91, -2.41], [4.68, -0.27, -2.70], [7.70, 0.45, 0.48], [6.44, 0.89, 1.62], [6.74, 2.02, 0.34]], "orbital_gap_ev": [5.699, 6.295], "charge": 2, "spin_multiplicity": 6, "s2": 8.875, "homo_ev": [-11.2, -12.6]}

---

{"formula": "C22H44Cl22", "method": "ωB97M-V/def2-TZVPD", "elements": ["Cl", "C", "C", "Cl", "H", "H", "H", "H", "Cl", "C", "C", "Cl", "H", "H", "H", "H", "Cl", "C", "C", "Cl", "H", "H", "H", "H", "Cl", "C", "C", "Cl", "H", "H", "H", "H", "Cl", "C", "C", "Cl", "H", "H", "H", "H", "Cl", "C", "C", "Cl", "H", "H", "H", "H", "Cl", "C", "C", "Cl", "H", "H", "H", "H", "Cl", "C", "C", "Cl", "H", "H", "H", "H", "Cl", "C", "C", "Cl", "H", "H", "H", "H", "Cl", "C", "C", "Cl", "H", "H", "H", "H", "Cl", "C", "C", "Cl", "H", "H", "H", "H"], "coordinates": [[7.97, 14.02, 0.06], [6.95, 12.71, -0.64], [7.77, 11.48, -0.94], [8.32, 10.79, 0.63], [6.36, 13.15, -1.45], [6.19, 12.48, 0.10], [8.58, 11.60, -1.66], [7.10, 10.73, -1.36], [12.21, 5.75, 1.22], [11.29, 4.57, 2.15], [10.55, 5.23, 3.38], [9.60, 6.49, 2.68], [11.87, 3.66, 2.33], [10.56, 4.15, 1.45], [11.24, 5.71, 4.08], [9.93, 4.52, 3.92], [16.11, 6.53, 4.22], [14.38, 6.50, 4.75], [14.24, 7.40, 5.92], [12.52, 7.52, 6.27], [14.08, 5.47, 4.94], [13.84, 6.83, 3.87], [14.42, 8.47, 5.76], [14.85, 7.03, 6.74], [14.32, 11.90, 2.52], [13.13, 10.96, 1.46], [12.78, 9.55, 2.09], [14.10, 8.44, 1.77], [13.49, 10.87, 0.44], [12.18, 11.49, 1.34], [11.92, 9.14, 1.57], [12.61, 9.46, 3.16], [6.24, 14.45, 4.59], [5.39, 13.86, 6.07], [6.23, 14.02, 7.33], [7.78, 13.16, 7.41], [5.15, 12.81, 5.91], [4.34, 14.16, 5.98], [5.64, 13.54, 8.11], [6.47, 15.03, 7.66], [12.24, 15.63, 5.46], [10.63, 15.31, 6.19], [9.48, 15.83, 5.32], [9.53, 15.07, 3.64], [10.50, 15.75, 7.18], [10.50, 14.25, 6.45], [9.67, 16.89, 5.20], [8.45, 15.73, 5.65], [2.51, 11.43, 4.30], [2.61, 12.22, 2.73], [4.00, 12.67, 2.24], [3.74, 13.32, 0.69], [1.84, 12.99, 2.70], [2.17, 11.52, 2.03], [4.71, 11.85, 2.16], [4.47, 13.44, 2.85], [9.16, 6.26, 6.25], [8.80, 6.86, 7.84], [9.94, 7.77, 8.36], [9.47, 8.23, 10.05], [8.64, 5.95, 8.43], [7.83, 7.37, 7.88], [10.13, 8.62, 7.70], [10.86, 7.19, 8.44], [6.96, 11.00, 4.23], [8.59, 11.66, 4.22], [9.54, 10.80, 4.99], [11.14, 11.47, 5.17], [8.57, 12.67, 4.61], [8.80, 11.62, 3.15], [9.64, 9.83, 4.52], [9.24, 10.82, 6.04], [5.52, 7.25, 4.39], [5.32, 7.98, 2.82], [4.79, 6.95, 1.81], [3.24, 6.37, 2.37], [6.34, 8.24, 2.53], [4.76, 8.92, 2.89], [5.47, 6.10, 1.70], [4.59, 7.46, 0.87], [2.70, 9.83, 9.08], [2.81, 10.11, 7.37], [3.92, 9.35, 6.72], [5.52, 9.74, 7.39], [3.05, 11.16, 7.22], [1.86, 9.78, 6.94], [4.00, 9.53, 5.65], [3.74, 8.29, 6.91]], "orbital_gap_ev": 10.431, "smiles": "ClCCCl.ClCCCl.ClCCCl.ClCCCl.ClCCCl.ClCCCl.ClCCCl.ClCCCl.ClCCCl.ClCCCl.ClCCCl", "homo_ev": -10.3}

---

{"formula": "C23H20N2O7", "method": "ωB97M-V/def2-TZVPD", "elements": ["C", "C", "O", "C", "C", "O", "C", "C", "O", "C", "C", "C", "C", "C", "C", "C", "C", "C", "C", "C", "C", "C", "O", "C", "C", "O", "C", "N", "C", "N", "O", "O", "H", "H", "H", "H", "H", "H", "H", "H", "H", "H", "H", "H", "H", "H", "H", "H", "H", "H", "H", "H"], "coordinates": [[5.79, 1.67, 1.59], [5.06, 2.31, 0.42], [4.60, 1.36, -0.55], [3.65, 0.47, -0.15], [4.02, -0.84, 0.22], [5.38, -1.09, 0.28], [5.90, -2.24, -0.19], [7.40, -2.21, -0.03], [5.27, -3.13, -0.68], [3.06, -1.79, 0.50], [1.72, -1.47, 0.42], [1.30, -0.19, 0.06], [-0.12, 0.10, 0.03], [-0.71, 1.27, 0.31], [-2.16, 1.44, 0.27], [-2.72, 2.72, 0.44], [-4.08, 2.87, 0.38], [-4.89, 1.73, 0.15], [-6.30, 1.78, 0.09], [-7.02, 0.64, -0.13], [-6.37, -0.59, -0.30], [-5.01, -0.68, -0.23], [-4.31, -1.85, -0.43], [-4.71, -3.01, 0.11], [-3.73, -4.10, -0.24], [-5.69, -3.15, 0.79], [-4.22, 0.49, -0.01], [-2.89, 0.37, 0.05], [2.29, 0.76, -0.23], [1.91, 2.06, -0.76], [1.37, 2.07, -1.83], [2.16, 3.03, -0.08], [5.12, 1.05, 2.17], [6.19, 2.46, 2.23], [6.61, 1.06, 1.23], [4.22, 2.92, 0.78], [5.74, 2.95, -0.16], [7.81, -3.18, -0.30], [7.81, -1.44, -0.67], [7.65, -1.97, 1.00], [3.36, -2.79, 0.77], [0.98, -2.22, 0.65], [-0.78, -0.73, -0.19], [-0.15, 2.15, 0.60], [-2.08, 3.57, 0.61], [-4.55, 3.83, 0.50], [-6.79, 2.74, 0.22], [-8.09, 0.68, -0.18], [-6.96, -1.48, -0.47], [-4.23, -5.07, -0.20], [-2.93, -4.09, 0.50], [-3.30, -3.92, -1.22]], "orbital_gap_ev": 7.752, "smiles": "CCOc1c(OC(C)=O)ccc(/C=C/c2ccc3cccc(OC(C)=O)c3n2)c1[N+](=O)[O-]", "homo_ev": -8.3}

---

{"formula": "C16H17N5O2S", "method": "ωB97M-V/def2-TZVPD", "elements": ["C", "C", "C", "C", "N", "N", "C", "C", "C", "C", "C", "N", "C", "N", "S", "O", "O", "C", "C", "C", "C", "C", "C", "N", "H", "H", "H", "H", "H", "H", "H", "H", "H", "H", "H", "H", "H", "H", "H", "H", "H"], "coordinates": [[-1.49, 4.45, -0.63], [-1.14, 3.00, -0.66], [0.17, 2.56, -0.77], [0.37, 1.19, -0.80], [1.66, 0.70, -0.92], [2.68, 1.53, -0.62], [3.79, 0.86, -0.83], [5.13, 1.45, -0.60], [3.49, -0.44, -1.30], [2.12, -0.52, -1.35], [1.29, -1.65, -1.83], [-0.63, 0.32, -0.69], [-1.85, 0.85, -0.61], [-2.90, -0.02, -0.51], [-2.81, -1.70, -0.56], [-1.91, -2.11, -1.59], [-4.18, -2.11, -0.64], [-2.17, -2.09, 1.06], [-0.82, -2.01, 1.30], [-0.35, -2.28, 2.58], [-1.24, -2.61, 3.59], [-2.60, -2.68, 3.33], [-3.07, -2.42, 2.06], [-2.15, 2.14, -0.59], [-2.56, 4.57, -0.51], [-0.97, 4.94, 0.19], [-1.17, 4.93, -1.56], [1.01, 3.24, -0.84], [5.02, 2.47, -0.24], [5.68, 0.87, 0.14], [5.71, 1.46, -1.52], [4.19, -1.21, -1.56], [1.45, -2.53, -1.21], [1.59, -1.91, -2.85], [0.23, -1.41, -1.83], [-3.81, 0.40, -0.46], [-0.16, -1.74, 0.50], [0.71, -2.22, 2.79], [-0.87, -2.82, 4.58], [-3.29, -2.95, 4.12], [-4.12, -2.47, 1.81]], "orbital_gap_ev": 9.464, "smiles": "Cc1cc(-n2nc(C)cc2C)nc(NS(=O)(=O)c2ccccc2)n1", "homo_ev": -8.8}

---

{"formula": "C6H6O2S", "method": "ωB97M-V/def2-TZVPD", "elements": ["O", "C", "C", "C", "C", "C", "H", "H", "H", "H", "H", "H", "O", "C", "S"], "coordinates": [[1.19, -2.06, 0.07], [0.83, -0.76, -0.04], [0.51, 0.12, 0.93], [0.19, 1.44, 0.31], [0.35, 1.16, -1.15], [0.73, -0.11, -1.33], [1.13, -2.34, 0.99], [0.50, -0.06, 1.99], [0.89, 2.21, 0.63], [-0.81, 1.81, 0.56], [0.17, 1.90, -1.90], [0.94, -0.61, -2.26], [-1.73, -1.90, 1.06], [-2.11, -0.98, 0.46], [-2.78, 0.16, -0.34]], "orbital_gap_ev": 9.012, "smiles": "OC1=CCC=C1.O=C=S", "homo_ev": -8.3}

---

{"formula": "C5H9NOS", "method": "ωB97M-V/def2-TZVPD", "elements": ["O", "C", "C", "N", "C", "C", "C", "S", "H", "H", "H", "H", "H", "H", "H", "H", "H"], "coordinates": [[0.83, -1.74, -1.13], [0.84, -0.79, -0.10], [1.37, 0.55, -0.73], [0.28, 1.52, -0.87], [-0.96, 0.80, -0.63], [-0.60, -0.40, 0.34], [-0.96, -0.22, 1.77], [-1.83, -1.56, 0.86], [0.29, -2.50, -0.91], [1.37, -1.10, 0.74], [1.70, 0.27, -1.73], [2.20, 1.02, -0.18], [0.34, 2.21, -0.16], [-1.37, 0.42, -1.56], [-1.70, 1.49, -0.23], [-1.63, 0.55, 2.07], [-0.17, -0.52, 2.47]], "orbital_gap_ev": 9.528, "smiles": "O[C@H]1CNC[C@]12CS2", "homo_ev": -8.8}

---

Relative energy (zero: lowest compared OMol25 entry of this formula, charge and spin) values (in eV) by entry order: 0.0000 2.3744 4.8375 0.0000 0.0000 1.5829.